{
  "formula": "C14H52Cl2O11Si",
  "method": "ωB97M-V/def2-TZVPD",
  "homo_energy_ha": -0.366,
  "e_tot_ha": -2601.8924,
  "e_lumo_ha": 0.014,
  "gap_ha": 0.3797,
  "smiles": "C[C@H](Cl)[C@@H]([SiH3])Cl.CO.CO.CO.CO.CO.CO.CO.CO.CO.CO.CO",
  "species": ["C", "C", "Cl", "C", "Si", "Cl", "H", "H", "H", "H", "H", "H", "H", "H", "C", "O", "H", "H", "H", "H", "C", "O", "H", "H", "H", "H", "C", "O", "H", "H", "H", "H", "C", "O", "H", "H", "H", "H", "C", "O", "H", "H", "H", "H", "C", "O", "H", "H", "H", "H", "C", "O", "H", "H", "H", "H", "C", "O", "H", "H", "H", "H", "C", "O", "H", "H", "H", "H", "C", "O", "H", "H", "H", "H", "C", "O", "H", "H", "H", "H"],
  "coordinates": [[-1.4999, -0.3049, -2.6928], [-2.6377, 0.6121, -2.2727], [-2.9339, 0.5090, -0.5117], [-3.8866, 0.3505, -3.1091], [-5.1411, -0.9952, -2.5583], [-4.7685, 1.8910, -3.3773], [-1.0905, 0.0558, -3.6312], [-0.7236, -0.3071, -1.9343], [-1.8575, -1.3237, -2.8249], [-2.3503, 1.6462, -2.4308], [-3.5326, 0.0413, -4.0901], [-6.4951, -0.4688, -2.8032], [-4.9214, -2.1808, -3.4149], [-5.0319, -1.3701, -1.1409], [1.1953, -1.6287, -4.8933], [-0.1263, -2.1644, -4.9389], [1.3165, -1.1774, -3.9120], [1.9508, -2.4067, -5.0114], [1.3504, -0.8603, -5.6544], [-0.2579, -2.5801, -5.7949], [-0.0245, 1.3095, 1.9833], [0.1792, 1.1540, 0.5823], [0.7173, 2.0247, 2.3398], [-1.0226, 1.6926, 2.2009], [0.1088, 0.3637, 2.5139], [-0.4925, 0.5283, 0.2936], [-2.5428, 0.5939, 5.5028], [-2.3660, 0.4230, 4.1002], [-1.7808, 1.3028, 5.8135], [-3.5336, 0.9966, 5.7380], [-2.4003, -0.3465, 6.0427], [-3.0268, -0.2089, 3.7925], [-5.9100, -1.1240, 2.4185], [-5.0656, -1.3044, 3.5568], [-5.4162, -1.5889, 1.5696], [-6.8778, -1.6062, 2.5719], [-6.0650, -0.0655, 2.1981], [-5.5033, -0.9042, 4.3132], [1.0806, 3.4497, 5.6277], [0.3382, 2.2325, 5.6125], [0.9813, 3.8798, 6.6213], [2.1387, 3.2684, 5.4236], [0.6880, 4.1596, 4.8953], [0.4140, 1.8551, 4.7308], [3.9001, 0.2500, -2.8173], [4.0202, -0.2285, -4.1616], [3.9162, -0.6153, -2.1610], [4.7321, 0.9108, -2.5671], [2.9560, 0.7815, -2.6784], [3.9985, 0.5395, -4.7403], [4.0100, -3.4166, -2.8931], [3.0251, -3.1319, -1.9011], [4.9291, -2.9228, -2.5865], [4.1955, -4.4894, -2.9759], [3.7123, -3.0163, -3.8639], [2.2048, -3.5604, -2.1595], [-1.0760, 3.2159, 8.7721], [-0.6693, 4.4189, 9.4189], [-0.1792, 2.6350, 8.5743], [-1.7432, 2.6277, 9.4078], [-1.5711, 3.4252, 7.8204], [-1.4534, 4.9445, 9.5947], [7.8637, -0.2772, -5.6170], [6.8487, -0.0040, -4.6621], [8.7654, 0.2320, -5.2848], [8.0758, -1.3478, -5.6871], [7.6001, 0.0983, -6.6100], [6.0351, -0.4448, -4.9334], [-7.2690, 3.2402, -0.0260], [-6.9001, 2.0640, -0.7312], [-8.2868, 3.0954, 0.3284], [-6.6210, 3.4164, 0.8374], [-7.2481, 4.1221, -0.6724], [-6.0023, 2.1813, -1.0580], [7.8702, -4.7169, -1.2784], [6.5128, -5.1323, -1.3626], [8.4725, -5.5076, -1.7187], [8.0459, -3.7925, -1.8359], [8.1862, -4.5742, -0.2418], [5.9664, -4.4431, -0.9745]],
  "forces_ev_per_a": [[-0.320, 0.015, 0.369], [0.201, 0.102, -0.455], [-0.204, -0.015, 0.298], [-0.008, -0.205, 0.238], [-0.201, 0.022, -0.047], [-0.119, 0.158, 0.012], [0.055, -0.103, -0.147], [0.181, 0.016, -0.032], [0.086, -0.130, -0.057], [0.094, 0.086, 0.051], [0.000, 0.106, -0.163], [0.035, -0.006, -0.055], [0.079, -0.020, 0.036], [0.098, -0.034, -0.002], [-0.178, -0.040, 0.050], [0.058, 0.025, -0.042], [0.067, 0.006, 0.011], [0.026, 0.014, -0.021], [0.013, 0.006, -0.001], [0.001, -0.016, -0.006], [0.023, 0.051, -0.127], [0.055, -0.100, 0.158], [0.021, 0.021, -0.038], [-0.005, -0.004, 0.078], [-0.013, 0.008, 0.055], [-0.022, 0.082, -0.148], [0.067, -0.011, -0.237], [-0.109, -0.081, 0.072], [-0.056, 0.011, 0.165], [0.008, 0.012, 0.024], [-0.007, 0.012, 0.029], [-0.080, -0.036, -0.060], [0.008, 0.047, 0.124], [0.099, 0.101, -0.054], [0.040, -0.011, 0.005], [-0.008, -0.005, -0.053], [0.000, -0.007, -0.047], [-0.001, -0.029, 0.033], [-0.088, -0.176, -0.088], [0.130, 0.169, 0.018], [-0.006, 0.002, 0.021], [0.022, 0.060, 0.022], [0.032, 0.050, 0.019], [-0.083, -0.084, 0.016], [0.080, 0.026, -0.112], [-0.097, -0.016, -0.079], [-0.042, -0.032, -0.015], [0.002, -0.014, 0.034], [-0.003, -0.011, 0.061], [-0.021, 0.018, 0.003], [-0.253, -0.049, 0.025], [0.127, 0.037, -0.016], [0.024, 0.020, -0.011], [0.071, 0.009, -0.007], [0.112, 0.016, -0.034], [-0.022, 0.001, 0.015], [-0.045, 0.176, 0.051], [0.035, -0.094, -0.041], [0.015, -0.012, -0.014], [0.000, -0.040, -0.029], [0.006, -0.081, -0.026], [0.001, 0.025, 0.010], [-0.119, -0.001, 0.084], [0.130, -0.010, -0.194], [0.019, 0.009, 0.003], [0.024, 0.000, -0.017], [0.026, -0.003, -0.014], [-0.046, 0.005, 0.258], [0.056, -0.086, -0.054], [-0.001, 0.050, 0.132], [-0.021, 0.003, 0.006], [-0.008, 0.019, 0.011], [-0.011, 0.015, 0.017], [-0.012, -0.037, -0.089], [-0.112, -0.005, 0.001], [0.100, 0.049, 0.013], [0.013, -0.014, -0.008], [0.022, 0.000, 0.001], [0.024, 0.000, -0.002], [-0.061, -0.039, 0.014]],
  "mulliken_charge": [-1.346, 0.014, -0.198, -0.142, 0.608, -0.173, 0.336, 0.422, 0.236, 0.347, 0.403, -0.123, -0.175, -0.172, -0.425, -0.483, 0.066, 0.274, 0.335, 0.268, -0.601, -0.493, 0.219, 0.321, 0.350, 0.160, -0.348, -0.398, -0.022, 0.251, 0.314, 0.261, -0.406, -0.524, 0.079, 0.329, 0.227, 0.288, -0.636, -0.428, 0.224, 0.298, 0.283, 0.225, -0.632, -0.431, 0.211, 0.320, 0.274, 0.263, -0.420, -0.497, 0.113, 0.422, 0.080, 0.281, -0.547, -0.525, 0.187, 0.359, 0.236, 0.293, -0.539, -0.425, 0.214, 0.246, 0.247, 0.268, -0.585, -0.417, 0.225, 0.258, 0.257, 0.220, -0.505, -0.475, 0.220, 0.219, 0.261, 0.281]
}

{
  "formula": "C4H12N2O",
  "method": "ωB97M-V/def2-TZVPD",
  "homo_energy_ha": -0.227,
  "e_above_lowest_ev": 6.753,
  "e_tot_ha": -344.1368,
  "e_lumo_ha": 0.029,
  "gap_ha": 0.2561,
  "species": ["C", "O", "H", "H", "H", "H", "C", "N", "C", "N", "C", "H", "H", "H", "H", "H", "H", "H", "H"],
  "coordinates": [[1.8099, -0.0838, -0.5573], [2.0993, 1.1381, 0.1736], [2.3885, 1.1672, 1.0892], [1.9799, 0.1295, -1.6219], [2.4176, -0.9305, -0.2292], [-0.2625, 1.3395, -1.0980], [-0.7176, -1.4778, -0.8901], [-0.5711, 1.1767, -0.1408], [-0.1067, -0.5644, 0.1324], [-2.0235, 1.3776, -0.0605], [-0.0785, -0.8804, 1.4359], [0.2103, 1.4452, 0.5010], [-2.1700, 2.3851, -0.0561], [-2.3309, 0.9706, 0.8186], [-1.7713, -1.6741, -0.6764], [-0.2048, -2.4378, -0.9183], [-0.6495, -1.0106, -1.8722], [0.3813, -0.2287, 2.1661], [-0.4005, -1.8414, 1.8038]],
  "forces_ev_per_a": [[-1.958, 0.089, 1.753], [-0.142, 0.729, -1.000], [0.083, -1.204, -0.130], [-0.180, 0.137, 0.291], [-0.178, 0.086, 0.073], [-0.202, 0.089, 0.301], [-0.305, 0.570, -0.196], [-0.119, -1.475, -0.821], [2.732, -0.290, -1.652], [1.898, 0.387, 0.119], [-0.374, 0.287, 1.114], [-1.296, 0.829, -0.159], [-0.187, -0.199, 0.314], [0.173, -0.023, 0.076], [0.021, 0.060, 0.009], [0.203, 0.104, 0.056], [-0.096, -0.186, -0.135], [0.242, 0.060, 0.098], [-0.317, -0.051, -0.111]],
  "nbo_charge": [-0.186, -0.802, 0.491, 0.158, 0.165, 0.391, -0.681, -0.526, 0.209, -0.638, -0.800, 0.433, 0.356, 0.374, 0.216, 0.233, 0.206, 0.182, 0.218]
}

{
  "formula": "C2H6N2OS",
  "method": "ωB97M-V/def2-TZVPD",
  "homo_energy_ha": -0.335,
  "e_above_lowest_ev": 2.790,
  "e_tot_ha": -662.6644,
  "e_lumo_ha": 0.026,
  "gap_ha": 0.3608,
  "smiles": "[H]/N=C(/NO)SC",
  "species": ["H", "N", "C", "N", "O", "S", "C", "H", "H", "H", "H", "H"],
  "coordinates": [[-0.8772, 1.7560, -0.3950], [0.1712, 1.6339, -0.1954], [0.5404, 0.4621, -0.4427], [1.8417, 0.0044, -0.6027], [2.1963, -0.9272, 0.4091], [-0.6395, -0.8673, -0.8516], [-1.8515, -0.3567, 0.4541], [2.4680, 0.7878, -0.4691], [2.3031, -1.7865, 0.0129], [-1.2996, -0.0517, 1.3416], [-2.3396, 0.5364, 0.0554], [-2.5133, -1.1911, 0.6834]],
  "forces_ev_per_a": [[2.150, -0.195, 0.529], [-1.077, 0.957, -0.399], [-1.721, -1.516, -0.859], [0.586, 0.326, 0.289], [-0.111, 0.642, 0.673], [0.047, 0.290, 1.101], [0.572, 0.174, -0.688], [0.265, 0.092, -0.011], [-0.055, -0.331, -0.723], [0.007, -0.237, 0.002], [-0.560, -0.463, 0.301], [-0.105, 0.263, -0.215]],
  "nbo_charge": [0.355, -0.663, 0.299, -0.355, -0.566, 0.142, -0.721, 0.365, 0.476, 0.230, 0.203, 0.235]
}